C42H110N12O16 | ωB97M-V/def2-TZVPD

Properties
largest force on an atom: 3.80 eV/A
HOMO-LUMO gap: 8.6 eV
DFT total energy: -95971.7981 eV
LUMO energy: 0.3 eV
energy relative to the best compared isomer or geometry (same formula, charge and spin): 3.4 kcal per mole

Each atom is followed by the atoms it is bonded to, with distances in Å.
Geometry (Å):
1 C 3.38420 4.54635 -5.27203  O2 1.379, H10 1.099, H11 1.140, H12 1.215
2 O 2.49516 3.79954 -4.52889  C1 1.379, C3 1.485
3 C 1.10867 3.94523 -5.03951  O2 1.485, C4 1.553, H13 1.101, H14 1.080
4 C 0.23502 2.96860 -4.20584  C3 1.553, N5 1.429, H15 1.094, H16 1.066
5 N 0.16318 3.44890 -2.86235  C4 1.429, C6 1.451, H17 1.037
6 C -0.64657 2.69789 -1.92090  N5 1.451, C7 1.496, H18 1.131, H19 1.066
7 C -0.78715 3.30084 -0.55907  C6 1.496, O8 1.440, H20 1.057, H21 1.126
8 O 0.39460 3.13762 0.24767  C7 1.440, C9 1.405
9 C 0.15799 3.05613 1.62997  O8 1.405, H22 1.096, H23 1.073, H24 1.101
10 H 3.32149 4.33087 -6.34778  C1 1.099
11 H 4.44334 4.31857 -4.91677  C1 1.140
12 H 3.17622 5.74081 -5.19501  C1 1.215
13 H 1.22142 3.80525 -6.12543  C3 1.101
14 H 0.85075 4.97111 -4.82030  C3 1.080
15 H 0.50705 1.93555 -4.44304  C4 1.094
16 H -0.75970 3.11713 -4.55771  C4 1.066
17 H 1.06946 3.63416 -2.39309  N5 1.037
18 H -0.29745 1.62954 -1.79453  C6 1.131
19 H -1.63781 2.60236 -2.30036  C6 1.066
20 H -1.57480 2.77017 -0.09474  C7 1.057
21 H -1.02025 4.40145 -0.59969  C7 1.126
22 H 1.03229 2.55645 2.06226  C9 1.096
23 H -0.69084 2.43975 1.85556  C9 1.073
24 H 0.11905 4.09979 1.97908  C9 1.101
25 C -1.65182 -4.58877 -1.38667  O26 1.508, H34 1.144, H35 1.066, H36 1.114
26 O -0.39422 -3.76730 -1.52431  C25 1.508, C27 1.417
27 C 0.41858 -3.97871 -0.38257  O26 1.417, C28 1.533, H37 1.143, H38 1.109
28 C 1.80528 -3.36582 -0.61130  C27 1.533, N29 1.468, H39 1.077, H40 1.107
29 N 1.69311 -1.91783 -0.82739  C28 1.468, C30 1.461, H41 1.030
30 C 2.94258 -1.26101 -1.20537  N29 1.461, C31 1.555, H42 1.070, H43 1.144
31 C 2.58046 0.19591 -1.61028  C30 1.555, O32 1.438, H44 1.045, H45 1.102
32 O 3.75281 1.01653 -1.74740  C31 1.438, C33 1.409
33 C 3.38112 2.37176 -1.84763  O32 1.409, H46 1.077, H47 1.106, H48 1.080
34 H -1.46793 -5.71634 -1.32450  C25 1.144
35 H -2.28673 -4.36010 -2.21244  C25 1.066
36 H -2.19988 -4.28645 -0.46486  C25 1.114
37 H 0.52615 -5.06356 -0.04043  C27 1.143
38 H -0.08160 -3.38218 0.40676  C27 1.109
39 H 2.34956 -3.77293 -1.44691  C28 1.077
40 H 2.39488 -3.62189 0.28964  C28 1.107
41 H 1.02949 -1.82897 -1.60945  N29 1.030
42 H 3.43548 -1.79796 -1.98902  C30 1.070
43 H 3.63643 -1.16526 -0.30123  C30 1.144
44 H 1.95204 0.69145 -0.93756  C31 1.045
45 H 2.08026 0.11103 -2.58898  C31 1.102
46 H 4.24274 2.94369 -1.54830  C33 1.077
47 H 2.56666 2.72361 -1.18723  C33 1.106
48 H 3.07219 2.55943 -2.86586  C33 1.080
49 C 5.72627 -1.64421 2.26097  O50 1.441, H58 1.123, H59 1.125, H60 1.058
50 O 4.67185 -1.55881 3.23902  C49 1.441, C51 1.464
51 C 3.70757 -2.65436 3.12056  O50 1.464, C52 1.485, H61 1.053, H62 1.092
52 C 2.74980 -2.51297 4.24592  C51 1.485, N53 1.434, H63 1.165, H64 1.085
53 N 2.18001 -1.20494 4.38650  C52 1.434, C54 1.478, H65 1.028
54 C 1.35781 -1.16978 5.61424  N53 1.478, C55 1.485, H66 1.102, H67 1.139
55 C 0.56236 0.07424 5.77491  C54 1.485, O56 1.402, H68 1.102, H69 1.117
56 O 1.44018 1.16548 5.84013  C55 1.402, C57 1.437
57 C 0.64910 2.36503 5.85063  O56 1.437, H70 1.102, H71 1.093, H72 1.063
58 H 6.30361 -2.55297 2.57914  C49 1.123
59 H 6.26928 -0.67117 2.41914  C49 1.125
60 H 5.32207 -1.66438 1.28324  C49 1.058
61 H 4.23943 -3.55893 3.21225  C51 1.053
62 H 3.11258 -2.60721 2.20642  C51 1.092
63 H 3.33369 -2.95119 5.15338  C52 1.165
64 H 1.97675 -3.25484 4.07635  C52 1.085
65 H 2.89588 -0.47538 4.27923  N53 1.028
66 H 2.04597 -1.23487 6.47257  C54 1.102
67 H 0.64777 -2.06085 5.62400  C54 1.139
68 H -0.10100 0.08411 6.65421  C55 1.102
69 H -0.06747 0.18840 4.85956  C55 1.117
70 H -0.01764 2.48088 6.71998  C57 1.102
71 H -0.00247 2.32123 4.97456  C57 1.093
72 H 1.33754 3.17113 5.76712  C57 1.063
73 C -1.23590 2.02801 -7.40424  O74 1.391, H82 1.091, H83 1.098, H84 1.093
74 O -2.25870 2.39658 -6.53670  C73 1.391, C75 1.518
75 C -3.30881 3.18933 -7.29367  O74 1.518, C76 1.541, H85 1.105, H86 1.066
76 C -4.65840 2.46867 -7.10926  C75 1.541, N77 1.431, H87 1.129, H88 1.141
77 N -5.08595 2.39919 -5.74586  C76 1.431, C78 1.488, H89 1.013
78 C -5.25789 3.58654 -4.86573  N77 1.488, C79 1.545, H90 1.077, H91 1.076
79 C -6.19556 3.23814 -3.68777  C78 1.545, O80 1.383, H92 1.109, H93 1.142
80 O -5.48696 2.32168 -2.93248  C79 1.383, C81 1.440
81 C -5.99509 2.05866 -1.61133  O80 1.440, H94 1.095, H95 1.122, H96 1.100
82 H -0.54578 1.37130 -6.87326  C73 1.091
83 H -0.59410 2.86429 -7.71134  C73 1.098
84 H -1.69814 1.53173 -8.26117  C73 1.093
85 H -3.04120 3.20614 -8.36597  C75 1.105
86 H -3.24707 4.19463 -6.94514  C75 1.066
87 H -4.63497 1.46549 -7.62602  C76 1.129
88 H -5.40592 2.99022 -7.79486  C76 1.141
89 H -4.61393 1.62618 -5.29135  N77 1.013
90 H -5.69925 4.41128 -5.39977  C78 1.077
91 H -4.33787 3.87325 -4.38810  C78 1.076
92 H -7.14516 2.79731 -4.05434  C79 1.109
93 H -6.48566 4.10883 -3.00737  C79 1.142
94 H -5.97292 2.97056 -1.00509  C81 1.095
95 H -5.35784 1.26911 -1.13218  C81 1.122
96 H -7.02923 1.74067 -1.81260  C81 1.100
97 C 3.27283 -4.28638 8.60919  O98 1.387, H106 1.094, H107 1.113, H108 1.074
98 O 2.21264 -5.10911 8.26061  C97 1.387, C99 1.399
99 C 1.16388 -4.50135 7.56173  O98 1.399, C100 1.465, H109 1.100, H110 1.093
100 C 0.16731 -5.55948 7.38281  C99 1.465, N101 1.444, H111 1.093, H112 1.054
101 N -0.84380 -5.24556 6.40150  C100 1.444, C102 1.464, H113 0.977
102 C -1.55606 -3.96904 6.47432  N101 1.464, C103 1.512, H114 1.081, H115 1.085
103 C -2.45132 -3.83488 5.26296  C102 1.512, O104 1.407, H116 1.075, H117 1.066
104 O -1.61985 -4.07976 4.15484  C103 1.407, C105 1.454
105 C -2.47257 -3.86767 2.99622  O104 1.454, H118 1.094, H119 1.091, H120 1.095
106 H 3.05110 -3.72742 9.52266  C97 1.094
107 H 3.57008 -3.65973 7.73900  C97 1.113
108 H 4.14983 -4.87858 8.79443  C97 1.074
109 H 1.45071 -4.10466 6.57654  C99 1.100
110 H 0.71071 -3.66683 8.10343  C99 1.093
111 H -0.40160 -5.76651 8.29279  C100 1.093
112 H 0.58367 -6.48359 7.09420  C100 1.054
113 H -0.37272 -5.31391 5.54882  N101 0.977
114 H -0.86904 -3.13874 6.38497  C102 1.081
115 H -2.08162 -4.02744 7.42155  C102 1.085
116 H -2.87898 -2.84978 5.30623  C103 1.075
117 H -3.18272 -4.60214 5.37321  C103 1.066
118 H -2.79973 -2.82349 3.01558  C105 1.094
119 H -3.33235 -4.53952 2.99524  C105 1.091
120 H -1.82854 -3.93442 2.11346  C105 1.095
121 C 2.78103 0.78426 -7.99173  O122 1.394, H130 1.105, H131 1.099, H132 1.105
122 O 2.58782 1.26058 -6.69555  C121 1.394, C123 1.429
123 C 3.44170 0.82546 -5.63518  O122 1.429, C124 1.543, H133 1.111, H134 1.128
124 C 3.07249 -0.62489 -5.25954  C123 1.543, N125 1.440, H135 1.075, H136 1.026
125 N 1.64485 -0.75787 -5.12197  C124 1.440, C126 1.432, H137 1.012
126 C 1.10044 -1.91119 -4.46971  N125 1.432, C127 1.498, H138 1.111, H139 1.055
127 C -0.34763 -1.67332 -4.16803  C126 1.498, O128 1.390, H140 1.141, H141 1.097
128 O -0.46812 -0.76093 -3.12604  C127 1.390, C129 1.433
129 C -1.81519 -0.84177 -2.64462  O128 1.433, H142 1.067, H143 1.137, H144 1.072
130 H 2.73255 -0.31976 -7.98734  C121 1.105
131 H 3.65180 1.28470 -8.43763  C121 1.099
132 H 1.82750 1.09327 -8.45774  C121 1.105
133 H 3.21779 1.48457 -4.76989  C123 1.111
134 H 4.54536 0.88879 -5.85917  C123 1.128
135 H 3.60465 -0.83714 -4.34992  C124 1.075
136 H 3.38544 -1.35826 -5.90587  C124 1.026
137 H 1.27456 0.08352 -4.69927  N125 1.012
138 H 1.68614 -2.08823 -3.54281  C126 1.111
139 H 1.29675 -2.76001 -5.06547  C126 1.055
140 H -0.80601 -2.64796 -3.79269  C127 1.141
141 H -0.79970 -1.34624 -5.11271  C127 1.097
142 H -2.46444 -0.49494 -3.41741  C129 1.067
143 H -1.84805 -0.08065 -1.79993  C129 1.137
144 H -2.15970 -1.83253 -2.42592  C129 1.072
145 N -6.33549 -0.94832 0.42273  C146 1.389, H149 1.011, H150 1.060
146 C -4.95310 -0.81597 0.38172  N145 1.389, N147 1.322, O148 1.226
147 N -4.49845 -0.15860 1.43530  C146 1.322, H151 1.060, H152 1.036
148 O -4.25762 -1.30447 -0.50243  C146 1.226
149 H -6.85950 -0.66884 1.24071  N145 1.011
150 H -6.76084 -1.53353 -0.35172  N145 1.060
151 H -3.47224 -0.06556 1.68570  N147 1.060
152 H -5.09494 0.18072 2.21083  N147 1.036
153 N -4.25625 1.25241 5.31393  C154 1.335, H157 0.964, H158 0.982
154 C -5.32768 1.66637 4.63372  N153 1.335, N155 1.354, O156 1.290
155 N -5.69441 2.92372 4.97637  C154 1.354, H159 0.995, H160 1.002
156 O -6.00883 0.93805 3.81496  C154 1.290
157 H -3.95566 0.35099 5.15174  N153 0.964
158 H -3.61984 1.81052 5.81158  N153 0.982
159 H -6.47701 3.28164 4.47746  N155 0.995
160 H -5.53909 3.20904 5.92376  N155 1.002
161 N -1.52306 -1.47559 0.69997  C162 1.361, H165 1.048, H166 1.002
162 C -1.02126 -0.83554 1.79153  N161 1.361, N163 1.372, O164 1.267
163 N 0.34680 -0.77624 1.87292  C162 1.372, H167 0.981, H168 1.091
164 O -1.79759 -0.52218 2.74317  C162 1.267
165 H -2.55875 -1.46647 0.53972  N161 1.048
166 H -1.06088 -1.44218 -0.18824  N161 1.002
167 H 0.73636 -0.77794 2.77331  N163 0.981
168 H 0.96557 -1.17768 1.06891  N163 1.091
169 C 3.77157 1.74596 2.25416  C170 1.578, H173 1.127, H174 1.109, H175 1.126
170 C 4.73580 2.55216 1.29966  C169 1.578, C171 1.539, O172 1.445, H176 1.080
171 C 5.79974 3.33694 2.08776  C170 1.539, H177 1.147, H178 1.051, H179 1.102
172 O 5.46670 1.60775 0.48575  C170 1.445, H180 0.967
173 H 2.91753 1.19599 1.76649  C169 1.127
174 H 3.14199 2.45229 2.83308  C169 1.109
175 H 4.35869 0.96314 2.81147  C169 1.126
176 H 3.99997 3.10184 0.73056  C170 1.080
177 H 6.39473 2.49839 2.59594  C171 1.147
178 H 5.35039 4.04975 2.71584  C171 1.051
179 H 6.40781 3.95340 1.40685  C171 1.102
180 H 4.80328 1.32468 -0.15811  O172 0.967